1.
DFT (ωB97M-V/def2-TZVPD) results for C5H6O2 in the gas phase.

Total charge ... 0
HOMO-LUMO gap ... 8.9 eV
Relative energy (zero: lowest compared OMol25 entry of this formula, charge and spin) ... 92.66 kcal/mol

Atoms and positions in Å:
C (-1.24257, 1.09296, 0.30078)
C (-0.90681, -0.35161, -0.00075)
O (-1.77504, -1.17550, -0.47482)
C (0.45509, -0.76260, -0.36132)
O (0.45348, -1.91949, -0.93051)
C (1.66996, -0.07224, -0.08321)
C (2.68071, 0.54538, 0.12651)
H (-2.05244, 1.12948, 1.03256)
H (-1.59360, 1.57317, -0.61862)
H (-0.37327, 1.63576, 0.68616)
H (-0.29543, -0.76242, 1.02975)
H (-0.60259, -2.02343, -1.00929)
H (3.58252, 1.09054, 0.30276)

2.
DFT (ωB97M-V/def2-TZVPD) results for 14 unconnected molecules or ions with the total composition C35H105N21O14 in a non-equilibrium geometry.

Total charge ... 0
HOMO-LUMO gap ... 8.8 eV
Relative energy (zero: lowest compared OMol25 entry of this formula, charge and spin) ... 9.61 kcal/mol

Atoms and positions in Å:
C (0.46031, -2.00047, -5.07932)
C (1.92967, -2.08780, -4.93838)
C (2.39497, -3.16643, -3.92777)
O (1.67444, -2.92881, -2.67944)
C (2.18695, -3.69835, -1.60675)
N (2.67144, -2.35685, -6.13833)
H (0.08185, -3.01949, -5.32879)
H (0.03330, -1.21036, -5.70934)
H (0.11311, -1.90026, -4.01231)
H (2.29467, -1.15112, -4.48651)
H (3.46501, -3.14131, -3.81727)
H (2.11027, -4.18270, -4.25851)
H (3.29892, -3.79797, -1.68261)
H (1.83230, -4.73275, -1.58759)
H (2.03060, -3.22263, -0.60010)
H (3.05892, -1.57152, -6.67889)
H (2.09603, -2.93216, -6.77318)
C (-4.62938, -1.12260, -4.31249)
C (-3.87952, 0.23442, -4.26341)
C (-4.69812, 1.30500, -4.90492)
O (-4.95986, 1.03960, -6.26166)
C (-5.36836, 2.23985, -6.89477)
N (-3.71277, 0.66048, -2.84705)
H (-4.68873, -1.51956, -5.32835)
H (-5.68279, -1.02529, -4.10071)
H (-4.10675, -1.87143, -3.68884)
H (-2.89388, 0.19850, -4.78442)
H (-4.09233, 2.20929, -4.80807)
H (-5.58041, 1.44049, -4.28213)
H (-6.41744, 2.54357, -6.68210)
H (-5.26402, 2.21539, -7.97127)
H (-4.72675, 3.08024, -6.57433)
H (-3.29694, -0.06471, -2.21745)
H (-3.30957, 1.54013, -2.79233)
C (4.07419, -2.94076, 2.12349)
C (3.32191, -1.60498, 2.38484)
C (3.21463, -1.18310, 3.82279)
O (4.48824, -0.77129, 4.19028)
C (4.63760, -0.47589, 5.54899)
N (3.99901, -0.59777, 1.60416)
H (5.14975, -2.68328, 2.20848)
H (3.81257, -3.14745, 1.09070)
H (3.65322, -3.72602, 2.86065)
H (2.29142, -1.71446, 2.01504)
H (2.82381, -2.02460, 4.35331)
H (2.52464, -0.29900, 3.97558)
H (4.47417, -1.32822, 6.20326)
H (3.81605, 0.29276, 5.74854)
H (5.59717, -0.10096, 5.76966)
H (5.00174, -0.67381, 1.58004)
H (3.78935, 0.37407, 1.90387)
C (4.59342, 0.61311, -2.39912)
C (3.14058, 0.88468, -2.06773)
C (2.29922, 1.27544, -3.31552)
O (2.40526, 2.64363, -3.74590)
C (1.82634, 2.90412, -4.95924)
N (2.54363, -0.29202, -1.36451)
H (4.67399, -0.05858, -3.24543)
H (5.02529, 0.23739, -1.44391)
H (5.09050, 1.59994, -2.66634)
H (3.02301, 1.68630, -1.29593)
H (1.26347, 0.93544, -3.18175)
H (2.70363, 0.57562, -4.12087)
H (0.79139, 3.11627, -4.81643)
H (1.86800, 2.01700, -5.63768)
H (2.21175, 3.84122, -5.32783)
H (3.08084, -0.40811, -0.50540)
H (2.76100, -1.10363, -1.91308)
C (-3.25016, -6.08641, 2.54686)
C (-1.88368, -6.59009, 3.06995)
C (-1.12762, -5.47147, 3.73529)
O (-0.59416, -4.55486, 2.74557)
C (0.35530, -5.10344, 1.91038)
N (-1.97646, -7.72432, 3.98080)
H (-3.88411, -5.86514, 3.42158)
H (-3.77154, -6.87284, 1.99145)
H (-3.15345, -5.24784, 1.87986)
H (-1.24413, -6.84112, 2.16878)
H (-0.28189, -5.80358, 4.37626)
H (-1.78541, -4.90725, 4.37214)
H (-0.04482, -5.85138, 1.24473)
H (1.25812, -5.52345, 2.39375)
H (0.73623, -4.24944, 1.33873)
H (-2.53047, -8.41892, 3.58674)
H (-1.11209, -8.26313, 4.07216)
C (-3.02248, -5.91335, -1.25765)
C (-3.04512, -4.39676, -1.54410)
C (-3.38497, -3.86388, -0.18643)
O (-4.57548, -4.41140, 0.35341)
C (-5.77814, -3.76403, -0.15975)
N (-1.77459, -3.93210, -1.98165)
H (-4.00682, -6.24749, -0.92534)
H (-2.30606, -6.09156, -0.44568)
H (-2.67320, -6.46462, -2.10558)
H (-3.88581, -4.09895, -2.25796)
H (-3.45555, -2.76769, -0.19326)
H (-2.51012, -4.09639, 0.47164)
H (-5.65321, -2.69858, -0.26593)
H (-6.59181, -3.91043, 0.54168)
H (-6.09009, -4.21902, -1.15283)
H (-1.73528, -3.92199, -3.01936)
H (-1.59573, -2.94833, -1.74556)
C (-0.49426, -1.41428, 0.87636)
C (-0.89613, -0.38150, -0.19197)
C (-0.27873, 0.99474, -0.06838)
O (-0.54707, 1.59842, 1.18206)
C (0.62124, 2.17434, 1.89743)
N (-0.69237, -0.92869, -1.53464)
H (0.44055, -1.84740, 0.59653)
H (-1.23184, -2.24142, 0.84874)
H (-0.30337, -0.99591, 1.86315)
H (-1.99103, -0.28022, 0.01142)
H (-0.65785, 1.64953, -0.91743)
H (0.77826, 0.90948, -0.28794)
H (0.83996, 1.49315, 2.77147)
H (0.28660, 3.19064, 2.09920)
H (1.48309, 2.22919, 1.22256)
H (0.22497, -1.07707, -1.78846)
H (-1.07429, -0.28608, -2.26737)
C (-0.60555, -0.34690, 5.14019)
O (0.48274, 0.25235, 5.25290)
N (-1.75046, 0.28348, 5.56242)
N (-0.74769, -1.58810, 4.61727)
H (-2.49797, -0.22034, 5.99246)
H (-1.52372, 1.21952, 5.92932)
H (-0.03488, -1.93006, 4.01244)
H (-1.67849, -1.89162, 4.52712)
C (-1.33586, 4.25911, -2.58474)
O (-1.01726, 3.12479, -2.87165)
N (-2.44907, 4.62198, -1.88368)
N (-0.51414, 5.27875, -3.04421)
H (-2.37506, 5.39360, -1.20266)
H (-2.90574, 3.77947, -1.55089)
H (-0.74727, 6.28685, -2.97720)
H (0.20982, 5.04020, -3.71279)
C (-0.34099, 6.41648, 0.20044)
O (-1.47471, 6.89347, 0.19127)
N (0.69212, 7.24035, 0.08861)
N (-0.18164, 5.04299, 0.42792)
H (1.58713, 6.79189, 0.28911)
H (0.62722, 8.22050, 0.36701)
H (0.73560, 4.66634, 0.51838)
H (-1.02117, 4.43521, 0.33992)
C (3.46715, 4.70189, -0.63515)
O (2.99890, 5.36341, 0.30203)
N (2.91395, 4.78668, -1.83732)
N (4.64416, 4.02692, -0.50609)
H (2.96552, 3.95539, -2.44405)
H (2.04247, 5.26455, -2.01657)
H (4.93875, 3.48698, -1.36728)
H (4.90334, 3.75314, 0.48901)
C (3.74068, 3.06126, 2.94873)
O (4.52628, 2.74692, 2.01155)
N (3.20678, 4.30487, 2.95668)
N (3.54337, 2.16682, 3.94968)
H (2.71611, 4.58560, 3.79332)
H (3.37025, 4.78544, 2.07667)
H (2.62642, 2.05575, 4.34861)
H (4.08548, 1.32123, 4.01169)
C (-2.84850, 3.98545, 1.87223)
O (-3.23924, 3.95462, 0.70623)
N (-2.63941, 5.23007, 2.39073)
N (-2.70567, 2.86089, 2.65185)
H (-2.58684, 5.37621, 3.40695)
H (-2.83154, 5.98766, 1.75369)
H (-2.25062, 2.89255, 3.54077)
H (-2.49779, 2.03460, 2.08965)
C (-0.05718, 3.87543, 5.64867)
O (-1.06285, 3.51940, 5.10579)
N (0.17102, 5.23759, 5.96691)
N (0.91092, 3.03866, 6.08577)
H (1.11127, 5.45861, 6.24515)
H (-0.22898, 5.96058, 5.40292)
H (1.64071, 3.42991, 6.72264)
H (0.76327, 1.98951, 6.06849)

3.
DFT (ωB97M-V/def2-TZVPD) results for a molecular structure, C39H106BF4O15V2 in a non-equilibrium geometry.

⟨S²⟩ ... 12.01
Total charge ... +1
HOMO-LUMO gap (spin up / spin down) ... 6.6 / 7.1 eV
2S+1 ... 7

Atoms and positions in Å:
V (3.39939, 0.63830, 1.31510)
V (1.13489, -1.30604, -0.09107)
O (2.01308, -0.89761, 1.88990)
H (2.63033, -1.56765, 2.24284)
O (2.78747, -0.05935, -0.59981)
H (3.54861, -0.52545, -0.99723)
B (-0.83268, 0.67904, -0.36172)
F (-0.72757, 1.99589, 0.08391)
F (-0.43273, -0.10644, 0.69487)
F (-2.06811, 0.43236, -0.76125)
F (0.06909, 0.45148, -1.41374)
C (-2.89430, -2.05852, 5.45203)
C (-4.05390, -2.96876, 5.77966)
C (-5.31599, -2.46140, 5.06689)
O (-3.76781, -4.20204, 5.16916)
H (-3.07095, -0.98995, 5.57474)
H (-2.73709, -2.17795, 4.38006)
H (-1.99386, -2.37609, 5.97782)
H (-4.29046, -3.11047, 6.83420)
H (-5.14795, -2.44142, 3.99011)
H (-5.56682, -1.45017, 5.38718)
H (-6.19621, -3.02863, 5.36951)
H (-3.05362, -4.66169, 5.61666)
C (2.18412, 2.85320, -3.35278)
C (1.68261, 1.54968, -4.01406)
C (1.96161, 1.52341, -5.51716)
O (2.33166, 0.40666, -3.43229)
H (3.27366, 2.84371, -3.32250)
H (1.82866, 2.95435, -2.32735)
H (2.06252, 3.79406, -3.88952)
H (0.60131, 1.50138, -3.88536)
H (3.03235, 1.59099, -5.70965)
H (1.44859, 2.33918, -6.02650)
H (1.61291, 0.58957, -5.95813)
H (2.47940, 0.57120, -2.49810)
C (-4.57729, 7.08643, 2.18918)
C (-4.65757, 5.62218, 1.77793)
C (-3.86406, 5.41303, 0.48880)
O (-3.98068, 4.86318, 2.71788)
H (-4.97911, 7.73216, 1.40836)
H (-3.59362, 7.40275, 2.53622)
H (-5.29041, 7.35448, 2.96873)
H (-5.69600, 5.30011, 1.70026)
H (-4.03483, 4.42543, 0.06034)
H (-2.79726, 5.54895, 0.66642)
H (-4.22897, 6.13126, -0.24543)
H (-3.58998, 4.14099, 2.22050)
C (1.95172, -2.09453, 6.52758)
C (1.86566, -2.03021, 4.97027)
C (1.30818, -3.30650, 4.38505)
O (1.10467, -0.91972, 4.48853)
H (2.43728, -3.00914, 6.86791)
H (0.94030, -2.04362, 6.93073)
H (2.55912, -1.30490, 6.96991)
H (2.87633, -2.02961, 4.56205)
H (0.27580, -3.40981, 4.71914)
H (1.76754, -4.18418, 4.83977)
H (1.37300, -3.34123, 3.29754)
H (1.24861, -0.83464, 3.54320)
C (-4.35633, 2.27587, -1.90702)
C (-3.52226, 3.19113, -2.80414)
C (-2.27669, 2.46209, -3.36821)
O (-4.26639, 3.51057, -3.93065)
H (-5.17888, 2.90687, -1.57034)
H (-3.81084, 1.93006, -1.02897)
H (-4.77543, 1.45633, -2.49081)
H (-3.20649, 4.14376, -2.37884)
H (-1.52335, 2.21578, -2.61993)
H (-1.83018, 3.20224, -4.03221)
H (-2.49391, 1.49664, -3.82519)
H (-4.95807, 4.13891, -3.71073)
C (1.85993, 4.45755, 0.59311)
C (1.96805, 3.49045, 1.73555)
C (0.82933, 3.67283, 2.71328)
O (1.86255, 2.22327, 1.23499)
H (0.97364, 4.27003, -0.01305)
H (2.68487, 4.37494, -0.11452)
H (1.88869, 5.52649, 0.80440)
H (2.97186, 3.53231, 2.15830)
H (0.75902, 2.89382, 3.47242)
H (-0.14098, 3.80474, 2.23452)
H (0.98584, 4.57132, 3.31020)
H (1.01424, 2.17042, 0.78869)
C (5.70678, 0.65689, -5.24574)
C (5.35342, -0.80276, -5.15102)
C (5.63646, -1.45337, -3.84621)
O (3.91826, -0.92143, -5.32551)
H (6.74614, 0.80538, -4.95284)
H (5.10260, 1.32073, -4.62737)
H (5.53282, 0.85759, -6.30288)
H (5.91582, -1.35715, -5.90232)
H (5.46425, -2.52197, -3.71755)
H (5.01847, -1.00319, -3.06934)
H (6.68134, -1.30766, -3.57216)
H (3.47654, -0.45580, -4.61160)
C (5.51282, 3.61901, -1.20095)
C (5.17437, 2.17949, -0.85021)
C (6.31341, 1.23163, -1.21868)
O (4.92295, 2.04243, 0.51973)
H (4.83699, 4.28037, -0.65877)
H (5.47075, 3.77432, -2.27901)
H (6.54380, 3.86222, -0.94399)
H (4.35921, 1.80848, -1.47147)
H (5.95529, 0.21252, -1.07283)
H (7.20825, 1.26353, -0.59711)
H (6.57900, 1.30182, -2.27349)
H (5.67492, 2.51487, 0.88435)
C (3.65344, -4.37347, -1.94432)
C (2.72331, -4.36472, -0.75459)
C (3.26926, -5.20236, 0.44720)
O (2.64487, -3.00258, -0.28350)
H (4.62712, -3.92124, -1.75579)
H (3.13380, -3.79215, -2.70599)
H (3.79277, -5.37811, -2.34358)
H (1.72426, -4.70627, -1.02540)
H (3.31329, -6.20525, 0.02252)
H (2.53827, -5.16264, 1.25478)
H (4.23888, -4.80652, 0.74926)
H (3.54672, -2.81069, -0.01620)
C (-4.94289, -1.14122, 0.38828)
C (-4.45046, -2.16092, -0.63095)
C (-4.97921, -1.72405, -2.00418)
O (-3.03056, -2.09053, -0.66417)
H (-4.60916, -0.15340, 0.07057)
H (-4.55138, -1.39460, 1.37347)
H (-6.03175, -1.19095, 0.38825)
H (-4.78664, -3.16414, -0.36897)
H (-4.92328, -0.66248, -2.24513)
H (-6.01785, -2.04393, -2.08784)
H (-4.32957, -2.16348, -2.76113)
H (-2.85257, -1.15131, -0.75247)
C (-1.46810, -3.96390, 2.04325)
C (-0.53478, -4.06657, 0.75762)
C (-1.09624, -4.98221, -0.31612)
O (-0.50771, -2.76201, 0.21640)
H (-2.50643, -3.65565, 1.92098)
H (-1.04118, -3.24439, 2.74192)
H (-1.59132, -4.95114, 2.48854)
H (0.46374, -4.34882, 1.09137)
H (-2.00792, -4.51391, -0.68710)
H (-1.35437, -5.97588, 0.05008)
H (-0.38382, -5.03047, -1.13967)
H (-1.40383, -2.61371, -0.09439)
C (-1.14122, -1.54608, -3.55664)
C (-0.13452, -2.55727, -3.18171)
C (0.79163, -3.07602, -4.36131)
O (0.73321, -1.90545, -2.26829)
H (-1.72670, -1.22573, -2.69484)
H (-1.79549, -2.00057, -4.30059)
H (-0.67735, -0.70126, -4.06576)
H (-0.53878, -3.41624, -2.64613)
H (1.42743, -2.26502, -4.71649)
H (0.22350, -3.36379, -5.24591)
H (1.40800, -3.93658, -4.10129)
H (1.05446, -1.15799, -2.77790)
C (-1.70762, 1.13882, 3.60387)
C (-2.91583, 1.41423, 2.72802)
C (-4.23930, 1.49748, 3.42111)
O (-2.72446, 2.54416, 1.98798)
H (-0.82485, 1.02995, 2.97383)
H (-1.86127, 0.30231, 4.28558)
H (-1.48380, 1.93986, 4.30838)
H (-3.10997, 0.59825, 2.03190)
H (-4.17324, 2.23714, 4.21900)
H (-4.63460, 0.58171, 3.86067)
H (-5.03888, 1.79004, 2.74053)
H (-2.09274, 2.28984, 1.31133)

It is found that the molecular weight values, taken in the order of the records, are 98.1, 1044.4, 1004.0 u.